Record 1
Computed, not measured: a cluster of 2 separate species, C7H13BN2O3 in total, with ωB97M-V/def2-TZVPD.

The geometry in ORCA input format:
```
! wB97M-V def2-TZVPD RIJCOSX def2/J DEFGRID3
* xyz 0 1
B 2.20963 0.23155 0.26029
C -1.40387 -0.52502 -0.47564
C -0.36454 0.32399 -0.43652
C -1.12370 -1.99299 -0.60858
C 0.96319 -0.28240 -0.52728
C -0.98493 -2.66535 0.76617
C 2.15628 1.21077 -2.07742
C -1.66531 2.28633 -0.33134
N 0.09711 -2.22634 -1.36907
N 1.02850 -1.42909 -1.24815
O 3.36822 -0.47722 0.18005
O 2.02499 1.27016 1.12716
O -0.39751 1.67742 -0.36003
H -2.43664 -0.21953 -0.40842
H -1.92449 -2.49412 -1.16583
H -0.74603 -3.71876 0.64064
H -1.90989 -2.56609 1.32844
H -0.17827 -2.18660 1.32155
H 2.24744 2.13600 -1.54798
H 1.35907 1.13124 -2.78857
H 3.03600 0.63154 -2.26619
H -2.23611 1.98092 0.55265
H -2.23882 2.04846 -1.23341
H -1.47825 3.35828 -0.29186
H 4.10370 -0.15999 0.70513
H 2.79164 1.53165 1.63614
*
```

maximum force	0.054	hartree/bohr
ΔE to the lowest compared entry with this formula, charge and spin	59.5	kcal/mol
electronic energy	-17267.083	eV
orbital gap (alpha / beta)	7.672 / 7.525	eV
E_HOMO (alpha / beta)	-7.75 / -8.04	eV

=====

Record 2
Computed, not measured: a cluster of 3 separate species, C5H8O2 in total, with ωB97M-V/def2-TZVPD.

The geometry in ORCA input format:
```
! wB97M-V def2-TZVPD RIJCOSX def2/J DEFGRID3
* xyz 0 1
C -1.92604 -0.09388 -0.22639
C -0.96947 0.85603 0.02314
O -0.45280 0.92866 1.32424
C 0.86176 0.49285 1.08185
C 1.07522 -0.82083 0.34202
C 1.10709 0.34156 -0.34876
O 1.68237 0.96692 -1.39774
H -1.02522 -1.40838 -0.22408
H -2.42714 -0.55456 0.62108
H -2.47181 -0.07540 -1.16621
H -0.80522 1.72398 -0.61138
H 1.56263 0.83629 1.84468
H -0.18929 -1.58858 0.00848
H 1.71814 -1.66663 0.54643
H 2.08803 0.29544 -1.96345
*
```

maximum force	0.008	hartree/bohr
ΔE to the lowest compared entry with this formula, charge and spin	157.3	kcal/mol
electronic energy	-9403.012	eV
orbital gap	8.964	eV
E_HOMO	-8.30	eV

=====

Record 3
Computed, not measured: an isolated molecule of C11H17NO3, with ωB97M-V/def2-TZVPD.

The geometry in ORCA input format:
```
! wB97M-V def2-TZVPD RIJCOSX def2/J DEFGRID3
* xyz 0 1
C 4.24430 2.25475 -0.13041
N 3.13438 1.35415 0.11163
H 2.58890 1.69748 0.89857
C 3.55436 -0.00650 0.37966
C 2.34155 -0.94672 0.46068
O 2.73086 -2.23779 0.87200
H 3.08644 -2.19740 1.76663
C 1.67184 -1.09005 -0.91612
O 0.30472 -1.40936 -0.83887
C -0.59193 -0.44534 -0.48963
C -0.29925 0.90714 -0.32350
C -1.31800 1.77976 0.01123
C -2.62090 1.34955 0.18877
C -2.91587 -0.00030 0.02204
C -1.89905 -0.88608 -0.31420
H -2.12744 -1.93070 -0.44432
O -4.15472 -0.55216 0.16648
C -5.22956 0.29130 0.49771
H -5.39308 1.05645 -0.26841
H -6.10497 -0.35420 0.55244
H -5.07833 0.77621 1.46798
H -3.38391 2.06432 0.45138
H -1.09049 2.82849 0.13772
H 0.70220 1.28288 -0.45430
H 2.13172 -1.94245 -1.42164
H 1.83958 -0.18047 -1.50182
H 1.60655 -0.52908 1.16819
H 4.13908 -0.09511 1.31529
H 4.19704 -0.33453 -0.44261
H 4.76706 1.92917 -1.02975
H 3.85391 3.25668 -0.29778
H 4.96859 2.28993 0.69677
*
```

structure (SMILES)	CNC[C@H](O)COc1cccc(OC)c1
maximum force	0.012	hartree/bohr
ΔE to the lowest compared entry with this formula, charge and spin	26.8	kcal/mol
electronic energy	-19314.311	eV
orbital gap	9.022	eV
E_HOMO	-8.27	eV